C24H45ClFI2NO2P | the ωB97M-V functional and the def2-TZVPD basis

XYZ file:
```
77
Properties=species:S:1:pos:R:3:mulliken_charge:R:1
C -0.54443 -2.98304 3.90491 -1.449
C -1.05246 -2.93705 2.44176 0.950
C -2.59875 -2.94856 2.32905 -0.893
C -3.28607 -1.77830 3.07135 -0.910
C -2.80658 -0.37180 2.65768 0.392
C -3.58820 0.22277 1.43981 -1.058
C -2.76655 -0.17212 0.14691 -0.429
C -1.77379 0.97627 -0.11186 -2.227
C -0.66970 0.70442 -1.16680 2.911
C -1.00444 1.14157 -2.61845 -0.186
C -2.52647 0.88607 -2.89591 0.136
C -2.84073 0.53382 -4.38404 -0.898
O -2.85628 -0.44165 -3.18469 -0.411
C -0.28642 -0.81184 -1.25390 -3.149
N 1.15564 -0.91955 -1.60833 0.862
C 1.54320 -2.31850 -2.05825 0.486
C 1.91526 -2.39733 -3.54749 -1.327
F 0.53455 -3.20443 -1.83245 -0.317
C 2.06169 -0.43127 -0.48023 -1.514
P 3.65148 0.12857 -1.31543 0.235
O 3.74081 1.59077 -1.49813 -0.423
C 1.36566 0.72279 0.32742 1.321
C 2.34380 1.44743 1.28019 -1.446
I 1.29470 2.45675 2.91265 0.265
C 3.22641 0.33798 2.01177 -0.392
C 2.38846 -0.59870 2.92371 -0.562
I 4.57072 1.45778 3.34014 0.159
C 0.61028 1.57790 -0.73786 -0.258
C 0.19425 3.01361 -0.35780 -1.620
C 1.29628 4.09852 -0.38758 -1.297
C 1.97149 4.31487 -1.76381 -0.257
Cl 3.68809 4.81105 -1.49373 -0.202
H 0.43255 -3.49315 3.88769 0.404
H -1.19757 -3.61514 4.51883 0.374
H -0.37013 -1.99206 4.34000 0.312
H -0.70617 -3.86049 1.94951 0.504
H -0.59164 -2.09841 1.89138 -0.912
H -2.87662 -3.01920 1.26603 0.312
H -2.92276 -3.89202 2.79727 0.493
H -3.05132 -1.90584 4.14072 0.325
H -4.37707 -1.89627 2.99768 0.415
H -1.72370 -0.36242 2.44830 -0.659
H -2.95037 0.28370 3.53113 0.454
H -3.67119 1.31208 1.51181 0.386
H -4.54566 -0.30497 1.37111 0.507
H -3.51567 -0.26408 -0.65183 0.653
H -2.29773 -1.12996 0.38506 0.001
H -2.30504 1.89226 -0.40658 0.409
H -1.32127 1.21406 0.86582 0.462
H -0.93266 2.21886 -2.80340 0.365
H -0.55957 0.50846 -3.39943 0.215
H -3.25922 1.50572 -2.37351 0.390
H -2.19727 -0.14478 -4.93972 0.337
H -3.91638 0.53246 -4.55978 0.377
H -0.95595 -1.25249 -2.00033 0.771
H -0.39118 -1.31104 -0.28413 0.202
H 1.32613 -0.33953 -2.43821 0.644
H 2.40525 -2.68029 -1.48205 0.274
H 1.05867 -2.64672 -4.18577 0.354
H 2.35382 -1.47476 -3.95419 0.388
H 2.69141 -3.16631 -3.64194 0.383
H 2.20989 -1.30195 0.17460 0.821
H 4.72477 -0.32471 -0.50184 0.140
H 3.78856 -0.57305 -2.54334 0.069
H 0.58851 0.28344 0.97217 -0.638
H 3.06103 2.11871 0.80169 0.744
H 3.91021 -0.17597 1.33438 0.467
H 2.71672 -1.64731 2.89716 0.257
H 1.30745 -0.56796 2.72631 -0.159
H 2.50250 -0.27071 3.96166 0.575
H 1.21423 1.65619 -1.66020 0.667
H -0.54753 3.33084 -1.11408 0.693
H -0.34902 3.08222 0.58989 0.253
H 0.78952 5.04540 -0.14496 0.566
H 2.07748 3.98422 0.36774 0.336
H 1.51632 5.16748 -2.28160 0.442
H 1.90578 3.46665 -2.45161 0.135
```

Summary:
**Multiplicity**: 1
**Total charge**: +1
**Orbital gap**: 8.4 eV
**E_HOMO**: -11.19 eV
**Lowest unoccupied orbital energy**: -2.80 eV
**Electronic energy**: -71923.7278 eV